1.
Entry from the OMol25 dataset: a 2-piece molecular cluster, C2H5N3O4 overall (ωB97M-V with the def2-TZVPD basis set).

## Properties
E = -14805.7387 eV
energy relative to the best compared isomer or geometry (same formula, charge and spin) = 179.6 kcal per mole
HOMO (alpha / beta) = -9.6 / -9.4 eV

Element x y z (Å)
C 1.44241 -0.27445 -0.03250
C -0.78042 0.89968 -0.91585
N -1.92980 0.61426 -0.21463
N -0.15109 2.10379 -0.44452
N -0.60716 0.19653 -2.10806
O 0.72082 2.62256 -1.09459
O 0.20850 0.51386 -2.95078
O -0.56410 2.46851 0.66916
O -1.25380 -0.85662 -2.19245
H 0.85650 -0.79480 0.58875
H 2.23423 0.35068 0.33312
H 1.61310 -0.58273 -1.16824
H -2.13019 -0.42508 -0.24269
H -2.06372 1.16551 0.58603

Atomic partial charges in e from the Mulliken method, atoms 1 to 8: atom 1 (C): -0.911, atom 2 (C): 0.150, atom 3 (N): -0.416, atom 4 (N): 1.006, atom 5 (N): 0.902, atom 6 (O): -0.512, atom 7 (O): -0.503, atom 8 (O): -0.671

=====

2.
Entry from the OMol25 dataset: a 2-piece molecular cluster, C5H11O2 overall (ωB97M-V with the def2-TZVPD basis set).

## Properties
E = -9455.1900 eV
⟨S²⟩ = 0.750
energy relative to the best compared isomer or geometry (same formula, charge and spin) = 20.4 kcal per mole
HOMO (alpha / beta) = 4.1 / -1.4 eV
2S+1 = 2
net charge = -2

Element x y z (Å)
C -2.37133 0.43056 2.84758
C -2.14934 -0.50423 1.69071
H -3.30788 0.98630 2.67300
H -2.54232 -0.02825 3.82496
H -1.64015 1.23857 2.85613
H -1.55256 -1.40176 1.94316
H -1.74494 -0.14448 0.74930
H -2.98003 -1.14757 1.34358
C 0.11691 -0.16375 -1.32934
C 0.48751 -1.61147 -1.70276
C 1.37776 0.62333 -0.86846
O 1.31070 1.10552 0.27952
O 2.34962 0.60340 -1.66246
H -0.27704 0.24659 -2.26846
H -0.72625 -0.14184 -0.65986
H -0.36441 -2.26367 -1.48388
H 1.38992 -1.98388 -1.21019
H 0.74583 -1.65779 -2.76346

Atomic partial charges in e from the Mulliken method, atoms 1 to 8: atom 1 (C): -3.874, atom 2 (C): -2.547, atom 3 (H): 0.648, atom 4 (H): 1.500, atom 5 (H): 0.677, atom 6 (H): 0.599, atom 7 (H): 0.185, atom 8 (H): 1.142

=====

3.
Entry from the OMol25 dataset: C14H8ClF3N4O3PdS2 as an isolated structure (ωB97M-V with the def2-TZVPD basis set).

## Properties
E = -72555.9835 eV
⟨S²⟩ = 6.043
energy relative to the best compared isomer or geometry (same formula, charge and spin) = 0.0 kcal per mole
HOMO (alpha / beta) = -15.1 / -15.7 eV
2S+1 = 5
net charge = +2

Element x y z (Å)
Pd -1.20647 -0.98013 -0.45140
S 4.72412 3.71178 -0.36468
N 4.70545 2.10135 -0.32408
C 3.44099 1.72920 -0.35828
C 2.94508 0.38278 -0.32584
C 3.76685 -0.74433 -0.22631
C 3.16952 -1.98963 -0.17008
C 1.78572 -2.07174 -0.21451
N 0.99334 -0.99379 -0.31848
C 1.55723 0.21042 -0.37198
C 0.63406 1.37712 -0.46172
N -0.66176 1.10848 -0.51716
C -1.54270 2.12385 -0.53803
C -1.15707 3.45808 -0.52890
C 0.18819 3.76070 -0.49945
C 1.11210 2.70072 -0.46277
C 2.51844 2.88139 -0.41937
N 3.17034 4.04410 -0.42441
H 4.84255 -0.63005 -0.19138
H 3.75767 -2.89201 -0.08954
H 1.27818 -3.02715 -0.16621
H -2.58592 1.83047 -0.56258
H -1.91090 4.23152 -0.54522
H 0.54120 4.78388 -0.49707
F -2.22686 -2.28522 3.84014
C -2.53786 -2.88316 2.71055
F -1.44103 -3.37807 2.14693
F -3.42429 -3.83570 2.89258
S -3.27741 -1.60250 1.52815
O -4.48146 -1.12898 2.14394
O -2.13297 -0.61879 1.46990
O -3.28615 -1.12039 -0.76856
Cl -1.84349 -3.12722 -1.72581
C -3.50314 -2.20212 -1.53962
H -4.15054 -2.95834 -1.09724
H -3.76102 -1.96652 -2.57153

Atomic partial charges in e from the Mulliken method, atoms 1 to 8: atom 1 (Pd): 0.664, atom 2 (S): 0.421, atom 3 (N): -0.575, atom 4 (C): 0.921, atom 5 (C): 0.473, atom 6 (C): -0.535, atom 7 (C): -0.896, atom 8 (C): -0.120

=====

4.
Entry from the OMol25 dataset: C43H33I2N2OP2S5V as an isolated structure (ωB97M-V with the def2-TZVPD basis set).

## Properties
E = -164797.9135 eV
⟨S²⟩ = 2.036
energy relative to the best compared isomer or geometry (same formula, charge and spin) = 7.0 kcal per mole
HOMO (alpha / beta) = -7.1 / -7.2 eV
2S+1 = 3

Element x y z (Å)
V 0.29148 -0.79117 -0.56719
C -1.41513 -3.58848 0.15050
P -1.93515 -1.87042 -0.21499
C -3.07138 -2.03916 -1.60915
C -4.08166 -3.00012 -1.59933
C -4.94155 -3.11391 -2.67892
C -4.77849 -2.29075 -3.78478
C -3.74998 -1.36182 -3.81664
C -2.89923 -1.22983 -2.73019
C -2.77047 -1.31991 1.29227
C -4.12970 -1.53381 1.50663
C -4.71610 -1.13400 2.69788
C -3.94721 -0.52760 3.68119
C -2.59250 -0.31377 3.47196
C -2.00534 -0.70471 2.27921
C -0.07194 -3.50674 0.78848
C 0.55986 -4.42376 1.57375
C 1.85991 -3.91515 1.84236
C 1.95441 -2.70724 1.21741
C 3.08590 -1.73482 1.28116
P 2.83900 -0.37507 0.07944
C 4.04205 -0.59960 -1.25559
C 3.58782 -0.79195 -2.55661
C 4.48949 -0.90098 -3.60570
C 5.85011 -0.81624 -3.35702
C 6.31263 -0.63236 -2.05960
C 5.41364 -0.52431 -1.01272
C 2.38183 1.45299 2.01905
C 2.42262 1.31965 3.40100
C 1.37828 1.76124 4.19823
C 0.27941 2.35227 3.59004
C 0.23506 2.50165 2.21614
C 1.28070 2.05872 1.41130
N 0.76354 -2.41124 0.55670
H -2.13367 -4.10203 0.79305
H -1.37785 -4.12355 -0.80438
H -4.20506 -3.65672 -0.74637
H -5.73890 -3.84442 -2.65771
H -5.45440 -2.37827 -4.62490
H -3.61835 -0.72361 -4.67988
H -2.12170 -0.47603 -2.73730
H -4.74594 -1.97941 0.73647
H -5.77840 -1.27932 2.84386
H -4.40979 -0.20445 4.60457
H -1.99064 0.17461 4.22667
H -0.94870 -0.50887 2.12213
H 0.14567 -5.36071 1.90855
H 2.62971 -4.37948 2.43704
H 3.11851 -1.27037 2.27181
H 4.05100 -2.21957 1.11494
H 2.52402 -0.85005 -2.76010
H 4.12295 -1.04283 -4.61403
H 6.55499 -0.89270 -4.17415
H 7.37495 -0.56484 -1.86744
H 5.78177 -0.36747 -0.00544
H 3.29305 0.85794 3.85369
H 1.42325 1.64706 5.27215
H -0.55826 2.70122 4.18061
H -0.64100 2.92499 1.75040
H 0.08002 2.23864 -0.17376
I 0.66464 0.63594 -5.06048
C 1.61407 1.67066 -3.52589
C 2.69426 2.49613 -3.79599
C 3.43559 2.97559 -2.73511
I 5.21621 3.97008 -3.22659
C 3.05477 2.78045 -1.39863
C 3.99727 3.07573 -0.31937
C 4.26190 2.23975 0.67796
C 3.52834 1.01039 1.15190
N 1.07134 2.12324 0.02742
C 1.83932 2.13356 -1.15083
C 1.24267 1.41706 -2.21628
O 0.40040 0.42480 -1.92622
H 2.99798 2.68805 -4.81428
H 4.62129 3.95334 -0.42225
H 5.06134 2.52414 1.35466
H 4.23660 0.47389 1.78935
C -2.91401 4.40799 1.44762
S -3.22844 2.89412 2.39245
C -4.13165 1.98108 1.20126
C -3.64905 1.42241 0.06777
S -2.04423 1.34993 -0.58918
S -4.89862 0.65839 -0.91654
C -6.26069 0.90331 0.11614
S -7.73373 0.22335 -0.14024
S -5.84908 1.82891 1.50901
H -2.33145 5.06576 2.09105
H -3.85070 4.89421 1.18516
H -2.34549 4.17037 0.54943

Atomic partial charges in e from the Mulliken method, atoms 1 to 8: atom 1 (V): 0.958, atom 2 (C): -0.349, atom 3 (P): -0.278, atom 4 (C): 1.066, atom 5 (C): -0.532, atom 6 (C): -0.857, atom 7 (C): -0.611, atom 8 (C): -0.798